1.
Molecular formula: C5H11NO
Method: DFT, ωB97M-V/def2-TZVPD

```
! RIJCOSX wB97M-V def2-TZVPD def2/J DEFGRID3
* xyz 0 1
C 1.07916 -1.20674 -1.54094
C -0.43061 -1.34186 -1.33040
C -0.85897 -1.18818 0.10424
N -0.15046 0.51284 1.51154
C -0.79616 0.74652 0.41300
O -1.62958 1.43189 -0.09017
C 0.33612 2.40940 1.68820
H 1.34619 -1.40307 -2.58480
H 1.44025 -0.19780 -1.29598
H 1.63108 -1.92113 -0.91698
H -0.95284 -0.58245 -1.92561
H -0.75644 -2.31721 -1.70914
H -1.93287 -1.22745 0.28146
H -0.35576 -1.91811 0.78606
H 0.76063 0.10586 1.35127
H 0.02846 3.09157 0.87159
H 1.41990 2.36240 1.77454
H -0.17811 2.64352 2.61211
*
```

Gap between HOMO and LUMO: 8.628 eV
LUMO level: 0.7 eV
Energy above the lowest of the compared OMol25 structures with the same formula, charge and spin: 4.6844 eV

Here are the Löwdin charges for atoms 1 to 4, given in e: number 1, C, carries -0.123; number 2, C, carries -0.331; number 3, C, carries -0.105; number 4, N, carries 0.140

***

2.
Molecular formula: C57H72F6O7
Method: DFT, ωB97M-V/def2-TZVPD

```
! RIJCOSX wB97M-V def2-TZVPD def2/J DEFGRID3
* xyz 0 1
F -13.12045 -24.06007 6.93587
C -13.96977 -24.75814 6.13031
C -15.07593 -25.50707 6.66000
C -15.88579 -26.28150 5.78288
C -15.66369 -26.20694 4.44254
C -14.70147 -25.35351 3.88999
C -13.82431 -24.69213 4.74958
H -15.20555 -25.48688 7.73200
H -16.64636 -26.92216 6.20417
H -16.32057 -26.75926 3.78692
H -14.60345 -25.32477 2.81484
H -12.99268 -24.17568 4.29344
F -17.36595 -26.06838 8.84142
C -18.03509 -26.94602 9.63598
C -18.62121 -26.54625 10.81082
C -19.25988 -27.43402 11.68306
C -19.52977 -28.75150 11.25289
C -19.07823 -29.10282 10.00221
C -18.29479 -28.23859 9.26079
H -18.66189 -25.51085 11.11528
H -19.61469 -27.10535 12.64871
H -20.10003 -29.46844 11.82490
H -19.22991 -30.10796 9.63739
H -18.05829 -28.62410 8.28004
F -12.66476 -26.66660 8.72561
C -13.02448 -27.60770 9.63647
C -12.04322 -28.43863 10.20354
C -12.43755 -29.31521 11.20684
C -13.77565 -29.47352 11.52679
C -14.80421 -28.74181 10.97662
C -14.36127 -27.76392 10.04003
H -11.01688 -28.26953 9.91297
H -11.59713 -29.85834 11.61314
H -14.06272 -30.26707 12.20078
H -15.85959 -28.86584 11.16950
H -15.13609 -27.17071 9.57726
F -11.17117 -19.02142 6.71353
C -10.37102 -20.15544 6.63594
C -10.88298 -21.44920 6.79074
C -10.06188 -22.54695 6.48517
C -8.73676 -22.31867 6.11042
C -8.25069 -21.03612 6.04738
C -9.02108 -19.91724 6.32405
H -11.91367 -21.59081 7.08061
H -10.45457 -23.53130 6.69319
H -8.15176 -23.20458 5.91204
H -7.20050 -20.92020 5.82358
H -8.61206 -18.93201 6.15553
F -21.73373 -22.95718 3.70280
C -20.88748 -23.75206 4.37034
C -20.35591 -24.89318 3.82373
C -19.50088 -25.77585 4.55430
C -19.23449 -25.40319 5.86084
C -19.79381 -24.20145 6.41371
C -20.65386 -23.41660 5.67304
H -20.58958 -25.15943 2.80348
H -19.04586 -26.64624 4.10510
H -18.56279 -25.93369 6.51946
H -19.57693 -24.04156 7.45956
H -21.19824 -22.55143 6.02167
F -14.60109 -27.02382 0.66302
C -15.90559 -26.70713 0.50108
C -16.80005 -27.77835 0.50394
C -18.15045 -27.52329 0.35309
C -18.58929 -26.19110 0.08576
C -17.64943 -25.13745 -0.00233
C -16.27930 -25.42554 0.19437
H -16.42714 -28.76855 0.72039
H -18.83353 -28.35948 0.37703
H -19.63868 -26.03363 -0.11520
H -18.00050 -24.12476 -0.13497
H -15.52873 -24.65017 0.15152
C -17.00274 -22.92361 3.08001
C -18.18815 -22.14473 2.61889
O -18.79152 -22.33441 1.56934
C -18.62404 -20.94168 3.42378
H -17.28695 -23.96917 3.19886
H -16.72445 -22.62651 4.09114
H -16.17080 -22.82099 2.38326
H -18.25648 -19.99896 3.01847
H -18.25147 -21.03202 4.44414
H -19.71309 -20.89606 3.42662
C -15.77927 -22.22405 8.39280
C -16.36159 -23.04927 9.47393
O -17.56495 -23.11699 9.62670
C -15.41492 -23.88290 10.36205
H -15.13161 -21.57815 8.98564
H -16.56871 -21.61295 7.95526
H -15.18936 -22.78465 7.66768
H -15.13363 -23.24481 11.19979
H -14.53351 -24.16432 9.78586
H -15.98189 -24.71998 10.76942
C -15.46383 -29.79301 3.42658
C -16.84836 -30.01163 4.05924
O -17.60411 -29.15547 4.50614
C -17.26193 -31.47122 4.26288
H -14.78547 -30.14827 4.20228
H -15.22817 -28.76581 3.14832
H -15.41493 -30.43899 2.55000
H -16.69995 -31.85284 5.11530
H -17.06486 -31.97277 3.31541
H -18.30135 -31.55169 4.58103
C -12.12337 -27.46624 2.23847
C -11.29428 -26.45889 1.58627
O -11.20325 -25.39048 2.14726
C -10.62603 -26.80935 0.30383
H -11.49838 -28.23974 2.68477
H -12.74281 -27.98935 1.50995
H -12.80675 -27.01621 2.95859
H -9.85430 -26.12623 -0.05093
H -11.33153 -26.80790 -0.52705
H -10.12231 -27.76742 0.43220
C -14.56020 -20.26722 5.47906
C -14.23035 -20.52512 4.04051
O -13.97260 -21.59641 3.56031
C -14.38664 -19.34073 3.12159
H -13.69663 -19.71760 5.85359
H -14.82091 -21.24325 5.88833
H -15.48413 -19.69779 5.58009
H -15.18367 -19.47052 2.38947
H -13.45598 -19.31310 2.55483
H -14.63117 -18.38999 3.59530
C -10.95644 -24.59994 9.74921
C -10.19886 -23.53523 10.46265
O -9.46729 -23.82824 11.41130
C -10.47303 -22.08606 9.98327
H -11.04828 -24.44089 8.67480
H -11.94957 -24.60106 10.19844
H -10.54256 -25.56293 10.04830
H -11.39426 -22.06133 9.40119
H -9.54392 -21.73467 9.53450
H -10.58963 -21.37971 10.80521
C -9.28121 -22.93725 0.82181
C -9.32561 -22.06254 2.10499
O -8.33796 -21.53738 2.58405
C -10.69116 -21.93646 2.85382
H -8.32067 -22.78752 0.32882
H -10.15005 -22.66842 0.22103
H -9.31821 -23.99646 1.07639
H -11.02631 -22.95479 3.05072
H -11.40680 -21.30984 2.32156
H -10.49476 -21.44069 3.80448
*
```

Gap between HOMO and LUMO: 9.322 eV
LUMO level: 0.4 eV
Energy above the lowest of the compared OMol25 structures with the same formula, charge and spin: 0.0000 eV

Here are the Löwdin charges for atoms 1 to 4, given in e: number 1, F, carries 0.028; number 2, C, carries -0.242; number 3, C, carries 0.013; number 4, C, carries -0.075

***

3.
Molecular formula: C4H11NO2
Method: DFT, ωB97M-V/def2-TZVPD

```
! RIJCOSX wB97M-V def2-TZVPD def2/J DEFGRID3
* xyz 0 1
C -1.08734 1.10854 -0.34346
C -0.49821 -0.09548 0.32561
O -0.57709 -0.26938 1.53037
N 0.12479 -1.07681 -0.44688
C 1.23199 -1.74934 0.19953
C 0.38740 -0.80454 -1.85521
H -1.40279 1.88411 0.34609
H -0.41214 1.51451 -1.09539
H -2.04882 0.87526 -0.82512
H 0.98463 -2.07055 1.20767
H 2.18628 -1.21894 0.20955
H 1.40157 -2.67377 -0.33750
H -0.34860 -0.14389 -2.28740
H 1.35518 -0.29475 -1.96836
H 0.40902 -1.74543 -2.39026
O -0.52376 2.45377 2.24162
H -0.87150 2.78652 3.08321
H -0.31061 1.52016 2.40593
*
```

SMILES string: CC(=O)N(C)C.O
Gap between HOMO and LUMO: 10.317 eV
LUMO level: 0.9 eV
Energy above the lowest of the compared OMol25 structures with the same formula, charge and spin: 0.7065 eV

Here are the Löwdin charges for atoms 1 to 4, given in e: number 1, C, carries -0.009; number 2, C, carries -0.474; number 3, O, carries 0.036; number 4, N, carries -0.151

***

4.
Molecular formula: C7H14
Method: DFT, ωB97M-V/def2-TZVPD

```
! RIJCOSX wB97M-V def2-TZVPD def2/J DEFGRID3
* xyz 0 1
C -0.53760 1.67384 0.52299
C -0.54380 0.17106 0.18926
C -1.23203 -0.04731 -1.15322
C -1.22732 -0.62350 1.30051
C 0.87953 -0.31632 0.22140
C 1.99164 0.10342 -0.67818
C 1.57926 -1.34619 -0.61155
H 0.04136 1.88284 1.43249
H -0.08986 2.26057 -0.28995
H -1.55891 2.04038 0.68212
H -2.25690 0.33770 -1.11146
H -0.70992 0.47713 -1.96414
H -1.27710 -1.11182 -1.40642
H -0.69803 -0.45936 2.24839
H -2.27513 -0.34544 1.43133
H -1.15724 -1.69361 1.07337
H 1.23579 -0.29737 1.25351
H 1.88194 0.67581 -1.60048
H 2.69532 0.44641 0.05887
H 2.24075 -2.07382 -0.14813
H 1.01824 -1.75439 -1.45070
*
```

SMILES string: CC(C)(C)C1CC1
Gap between HOMO and LUMO: 10.820 eV
LUMO level: 1.0 eV
Energy above the lowest of the compared OMol25 structures with the same formula, charge and spin: 1.1403 eV

Here are the Löwdin charges for atoms 1 to 4, given in e: number 1, C, carries -0.049; number 2, C, carries -0.603; number 3, C, carries -0.052; number 4, C, carries -0.059